(1)
The following is a quantum chemistry calculation of a structure of composition C48H36OP2SSe3TeW at a distorted geometry, from the OMol25 dataset.

Geometry as ORCA input:
```
! wB97M-V def2-TZVPD RIJCOSX def2/J DEFGRID3
* xyz 2 1
W -0.58833 -1.64958 -0.87422
O -0.67012 0.27009 -1.73306
S -0.59063 1.23169 -0.48439
C 0.51325 2.49812 -0.95804
C 0.23425 3.81226 -0.64643
C 1.11338 4.85579 -0.97994
C 2.25739 4.53823 -1.65547
C 3.36173 5.41839 -2.18785
C 4.32513 4.44965 -2.92088
C 3.75028 3.07694 -2.67100
C 4.16886 1.84086 -3.06284
C 3.42913 0.72353 -2.63281
C 2.29110 0.78945 -1.84918
P 1.79659 -0.86048 -1.20254
C 3.10223 -1.40814 -0.06833
C 4.46992 -1.34074 -0.34719
C 5.39669 -1.75863 0.59342
C 4.97741 -2.23638 1.82942
C 3.62400 -2.31076 2.11890
C 2.69506 -1.90402 1.17130
C 1.83716 -1.90923 -2.68367
C 2.80670 -2.86990 -2.93036
C 2.63447 -3.76764 -3.97589
C 1.48146 -3.73863 -4.75379
C 0.50196 -2.79517 -4.50044
C 0.67368 -1.87620 -3.46973
C 1.75607 2.09041 -1.54710
C 2.55221 3.18523 -1.93652
C -2.21194 1.85473 -0.40157
C -2.66278 2.82587 -1.27728
C -3.98454 3.29009 -1.24144
C -4.82640 2.76252 -0.29481
C -6.26503 3.08104 0.02985
C -6.63208 2.13264 1.20259
C -5.37951 1.32715 1.44866
C -5.09282 0.34212 2.34557
C -3.82405 -0.27339 2.28611
C -2.82944 0.07558 1.39376
P -1.30674 -0.96696 1.39166
C -1.76419 -2.55516 2.15569
C -0.82204 -3.20075 2.95685
C -1.03161 -4.50913 3.35895
C -2.17893 -5.18432 2.95918
C -3.11638 -4.54705 2.15909
C -2.90697 -3.23777 1.74940
C -0.26008 -0.13719 2.64607
C -0.71700 -0.15883 3.96591
C -0.04585 0.55245 4.94694
C 1.08444 1.29390 4.62477
C 1.55324 1.30729 3.32110
C 0.88262 0.59634 2.33481
C -3.07527 1.19071 0.52356
C -4.36884 1.73760 0.55714
H -0.69127 4.05228 -0.14122
H 0.85588 5.87653 -0.72722
H 3.85830 5.93458 -1.36466
H 2.97044 6.19230 -2.84807
H 5.34686 4.52478 -2.54895
H 4.36676 4.65661 -3.99105
H 5.05224 1.69985 -3.67279
H 3.77992 -0.25207 -2.94520
H 4.82884 -0.95555 -1.29161
H 6.45331 -1.70862 0.36185
H 5.70800 -2.55213 2.56285
H 3.28998 -2.68158 3.07997
H 1.64237 -1.97905 1.39684
H 3.68749 -2.93738 -2.30388
H 3.40475 -4.50094 -4.18093
H 1.34865 -4.45501 -5.55375
H -0.39387 -2.75785 -5.10681
H -0.03222 -1.05840 -3.39885
H -1.97736 3.24484 -2.00227
H -4.30740 4.05291 -1.93877
H -6.90115 2.92015 -0.84093
H -6.37447 4.13088 0.30318
H -7.47067 1.48293 0.95291
H -6.91966 2.68491 2.09713
H -5.81689 0.00065 3.07478
H -3.64246 -1.08943 2.97256
H 0.07624 -2.68226 3.26843
H -0.29975 -5.00428 3.98431
H -2.34119 -6.20697 3.27528
H -4.00884 -5.07088 1.84162
H -3.63009 -2.75757 1.10330
H -1.59057 -0.73844 4.23524
H -0.40659 0.52614 5.96703
H 1.60073 1.85570 5.39261
H 2.44471 1.86775 3.06837
H 1.28071 0.59822 1.32909
Se -2.83292 -1.77885 -1.95163
Se -3.41306 -4.05518 -1.74817
Te -1.23926 -5.20554 -2.08656
Se 0.17463 -3.82866 -0.40796
*
```

Calculated values
Gap between HOMO and LUMO (alpha / beta) (eV): 5.45 / 5.48
Strongest force on any atom (eV Å⁻¹): 1.058
E_tot (Ha): -10545.82334

Atomic partial charges in e from the Mulliken method, atoms 1 to 6:
1 W 1.15
2 O -0.62
3 S 1.36
4 C 0.36
5 C -0.10
6 C -1.41

***

(2)
The following is a quantum chemistry calculation of a cluster of 9 separate species, C30H57N4O13 in total at a distorted geometry, from the OMol25 dataset.

Geometry as ORCA input:
```
! wB97M-V def2-TZVPD RIJCOSX def2/J DEFGRID3
* xyz -1 1
C 0.84059 0.31097 -0.17432
C -0.29826 -0.31820 0.56492
O -1.52560 0.31128 0.40428
H 1.72076 -0.32973 -0.12047
H 1.08971 1.21447 0.38221
H 0.56629 0.50104 -1.21198
H 0.00783 -0.27193 1.61004
H -0.28451 -1.37372 0.29331
C -0.59989 0.99059 -6.14484
C -1.16958 -0.43241 -6.08555
O -1.14472 -1.14821 -7.07949
N -1.67517 -0.88026 -4.90490
C -2.36149 -2.16369 -4.74757
H -0.98179 1.46463 -7.04902
H 0.47872 0.92637 -6.28831
H -0.75088 1.62898 -5.27434
H -1.75356 -0.38700 -4.02704
H -2.13791 -2.90183 -5.51781
H -3.43920 -2.00711 -4.79361
H -2.20987 -2.58010 -3.75172
C -1.41019 5.77027 -0.19718
C -2.24322 5.64487 -1.44728
O -2.13349 6.56400 -2.23311
N -2.94810 4.55183 -1.69632
C -3.87370 4.31212 -2.83588
H -1.14018 4.79659 0.21167
H -2.01235 6.25778 0.56953
H -0.56428 6.45441 -0.26416
H -2.68918 3.72208 -1.18197
H -4.06338 5.24608 -3.36488
H -4.83129 3.94295 -2.46868
H -3.46996 3.48477 -3.41949
C -2.73636 3.63297 5.00891
C -4.16631 3.91579 4.63527
O -4.92584 4.52568 5.36429
N -4.53847 3.42059 3.45776
C -5.70585 3.87662 2.70525
H -2.69123 3.16303 5.99137
H -2.26266 4.61284 5.06849
H -2.29200 2.90779 4.32716
H -3.82632 2.91502 2.95047
H -5.74436 3.35456 1.74918
H -5.63194 4.94030 2.47890
H -6.67681 3.66555 3.15335
C -5.19115 -3.88912 1.24573
C -6.31752 -3.35852 0.30000
O -7.23324 -4.08698 0.10446
N -6.24746 -2.13018 -0.17886
C -7.36961 -1.46991 -0.90157
H -5.68963 -4.47757 2.01602
H -4.54910 -3.11452 1.66510
H -4.64684 -4.56113 0.58223
H -5.39421 -1.62256 0.00656
H -7.88261 -0.85120 -0.16528
H -8.09055 -2.18275 -1.30183
H -6.88810 -0.90525 -1.69995
O 2.20110 -5.17121 4.71013
C 1.76277 -6.13228 4.10448
O 1.82899 -7.38965 4.51852
C 1.09332 -8.33386 3.76153
C 0.96327 -7.60771 2.44118
C 1.10223 -6.17956 2.77279
H 0.22628 -8.59405 4.36869
H 1.67640 -9.24429 3.62281
H 0.00483 -7.78525 1.95336
H 1.77929 -7.89640 1.77870
H 0.19010 -5.64275 3.03348
H 1.56246 -5.56376 2.00008
O 2.01819 -5.52989 -4.24969
C 3.17600 -5.14150 -4.42225
O 4.13529 -5.86253 -4.92400
C 5.29251 -5.14664 -5.26364
C 4.81301 -3.69498 -5.22475
C 3.64174 -3.71793 -4.21374
H 5.69203 -5.51734 -6.20760
H 6.07142 -5.26876 -4.51099
H 4.49839 -3.31737 -6.19765
H 5.66381 -3.06706 -4.96030
H 2.78865 -3.08812 -4.46608
H 3.89345 -3.61833 -3.15789
O 4.81563 3.12996 -3.73270
C 4.74509 3.40801 -2.51135
O 5.63261 2.86902 -1.63147
C 5.28499 3.32188 -0.24895
C 4.36324 4.52098 -0.43989
C 3.85939 4.35704 -1.82046
H 6.15853 3.63321 0.32385
H 4.77861 2.49000 0.24058
H 4.90879 5.46073 -0.35423
H 3.57603 4.66372 0.30040
H 3.90774 5.28469 -2.39074
H 2.80482 4.08178 -1.80554
O 6.17192 0.29719 4.59186
C 5.44327 1.26574 5.00267
O 5.88121 2.53222 5.18624
C 4.87724 3.31410 5.90513
C 3.57492 2.53857 5.69303
C 3.95486 1.12900 5.39713
H 4.77296 4.29051 5.43200
H 5.06053 3.55220 6.95290
H 2.94644 2.97108 4.91455
H 2.90023 2.66526 6.53970
H 3.33719 0.68938 4.61398
H 3.87408 0.46211 6.25552
*
```

Calculated values
Gap between HOMO and LUMO (eV): 5.19
Strongest force on any atom (eV Å⁻¹): 5.721
E_tot (Ha): -2374.45975

Atomic partial charges in e from the Mulliken method, atoms 1 to 6:
1 C -0.71
2 C -0.37
3 O -0.89
4 H 0.33
5 H 0.15
6 H 0.21

***

(3)
The following is a quantum chemistry calculation of an isolated molecule of C17H13FN6 at a distorted geometry, from the OMol25 dataset.

Geometry as ORCA input:
```
! wB97M-V def2-TZVPD RIJCOSX def2/J DEFGRID3
* xyz 0 1
C 1.12862 -1.90636 1.71166
C 1.22582 -0.37630 1.74225
N 2.16849 0.00618 2.64122
C 2.43808 1.33382 2.81561
C 1.86714 2.32249 1.94732
C 1.14229 1.95502 0.87475
C 0.83803 0.53962 0.70258
N 0.10509 0.26237 -0.44145
C -1.23264 0.71010 -0.73517
C -2.13149 1.61125 -0.09523
C -3.25872 1.92714 -0.78862
C -3.51910 1.25370 -2.07957
F -4.45648 1.92356 -2.93289
C -2.72438 0.29652 -2.62817
C -1.59102 0.05476 -1.96233
C -0.44138 -0.81192 -2.24039
N -0.07292 -1.81042 -3.20936
N 1.18707 -2.27781 -2.81761
C 1.46172 -1.61263 -1.74809
C 0.44681 -0.68590 -1.32300
N 2.23786 3.57700 2.25660
C 3.02509 3.35482 3.32117
N 3.13427 2.00437 3.65891
C 3.86159 1.36894 4.82389
H 0.09415 -2.12754 1.48082
H 1.16335 -2.20275 2.78960
H 1.85095 -2.39040 1.04439
H 0.81615 2.75498 0.23061
H -1.77688 2.12364 0.80535
H -4.04369 2.57833 -0.43052
H -2.70464 -0.12081 -3.58215
H -0.55080 -2.15194 -4.04996
H 2.43018 -1.89346 -1.22050
H 3.33302 4.17334 3.93865
H 3.35669 1.67241 5.73992
H 3.90742 0.30082 4.66192
H 4.86379 1.84261 4.67732
*
```

Calculated values
ΔE to the lowest compared entry with this formula, charge and spin (eV): 2.3502
Gap between HOMO and LUMO (eV): 8.21
Strongest force on any atom (eV Å⁻¹): 7.835
E_tot (Ha): -1083.92788

Atomic partial charges in e from the natural (NBO) method, atoms 1 to 6:
1 C -0.65
2 C 0.22
3 N -0.48
4 C 0.33
5 C 0.03
6 C -0.15

***

(4)
The following is a quantum chemistry calculation of an isolated molecule of C18H19NO4S at a distorted geometry, from the OMol25 dataset.

Geometry as ORCA input:
```
! wB97M-V def2-TZVPD RIJCOSX def2/J DEFGRID3
* xyz 0 1
C 3.25964 3.51310 -1.21130
O 1.86123 3.59711 -1.08152
C 1.29469 2.66002 -0.20151
C 1.22217 1.24886 -0.78837
S 0.28698 0.12306 0.29443
C 1.54112 -0.79572 1.16600
C 2.79414 -0.25821 1.42727
C 3.75672 -1.00818 2.07931
C 3.48321 -2.30577 2.47584
C 2.23513 -2.84510 2.22218
C 1.25161 -2.09875 1.58756
C -0.06323 -2.75311 1.29338
O -0.13934 -3.84619 0.77180
N -1.14112 -2.04559 1.71017
C -2.47424 -2.32811 1.20636
C -2.73282 -1.43717 0.01807
C -2.34249 -1.84840 -1.24684
C -2.42396 -1.00466 -2.35116
C -2.90238 0.26393 -2.13321
C -3.30280 0.68332 -0.86409
C -3.22802 -0.14619 0.22580
O -3.73101 1.98396 -0.92864
C -3.58258 2.37279 -2.27717
O -3.06724 1.29266 -3.02448
H 3.75106 3.56595 -0.23174
H 3.57434 2.59470 -1.71892
H 3.56083 4.36964 -1.81083
H 0.27834 3.01516 -0.00920
H 1.84238 2.64782 0.75351
H 2.20374 0.81232 -0.96506
H 0.66645 1.27121 -1.72674
H 3.02862 0.75122 1.12763
H 4.72509 -0.57154 2.27409
H 4.23792 -2.89287 2.97578
H 2.00124 -3.85930 2.50800
H -0.99462 -1.11094 2.06023
H -3.19950 -2.15220 2.00398
H -2.48444 -3.38089 0.91893
H -1.94677 -2.84388 -1.37415
H -2.11654 -1.32428 -3.33252
H -3.53116 0.19228 1.20290
H -2.89025 3.22822 -2.34027
H -4.56210 2.66974 -2.68552
*
```

Calculated values
ΔE to the lowest compared entry with this formula, charge and spin (eV): 1.8190
Gap between HOMO and LUMO (eV): 8.76
Strongest force on any atom (eV Å⁻¹): 1.279
E_tot (Ha): -1451.19481

Atomic partial charges in e from the natural (NBO) method, atoms 1 to 6:
1 C -0.25
2 O -0.53
3 C -0.07
4 C -0.56
5 S 0.21
6 C -0.05